Below is a 2-piece molecular cluster, C9H14S overall at a distorted geometry, with properties calculated with wB97M-V/def2-TZVPD.

Geometry as ORCA input:
```
! RIJCOSX wB97M-V def2-TZVPD def2/J DEFGRID3
* xyz 1 2
C 1.155 -2.011 -2.876
C -0.160 -3.304 -0.853
S 0.611 -1.724 -1.197
H 1.767 -2.925 -2.981
H 0.306 -2.386 -3.462
H 1.699 -1.150 -3.227
H -1.235 -3.268 -0.696
H 0.259 -3.772 0.050
H 0.165 -4.031 -1.597
C -2.280 0.664 0.973
C -0.951 1.289 1.124
C -0.012 0.921 2.045
C -0.596 2.395 0.248
C 1.284 1.505 2.106
C 0.617 2.973 0.316
C 1.595 2.529 1.266
H -2.378 -0.355 1.338
H -2.606 0.558 -0.075
H -0.195 0.152 2.790
H -1.424 2.741 -0.360
H 1.981 1.097 2.824
H 0.960 3.632 -0.474
H 2.497 3.107 1.417
H -3.057 1.365 1.301
*
```

Computed properties:
**Lowest unoccupied orbital energy (alpha / beta)**: -0.0986 / -0.3063 Eh
**Orbital gap (alpha / beta)**: 9.78 / 3.19 eV
**M**: 154.28 g/mol
**Energy relative to the best compared isomer or geometry (same formula, charge and spin)**: 21.0 kcal per mole